This record from the OMol25 dataset describes C25H20Cl2N6O11S2Sr as an isolated structure. The level of theory is wB97M-V/def2-TZVPD.

Results
2S+1 = 1
relative energy (zero: lowest compared OMol25 entry of this formula, charge and spin) = 40.5 kJ/mol
Kohn-Sham gap = 6.77 eV
energy = -105264.9402 eV
net charge = -2
HOMO energy = -2.70 eV

Each line ends with the Mulliken charge.
Atoms and positions in Å:
Sr1 0.19770 1.46621 -2.49231  1.7221
O1 5.52885 -2.56416 -2.79146  -0.6163
C1 5.24910 -2.68603 -1.50986  0.5235
O2 5.92753 -3.37532 -0.77321  -0.6680
C2 4.10039 -1.89743 -0.98890  -0.2276
C3 3.76997 -1.80225 0.34834  -0.1316
Cl1 4.58136 -2.38703 1.73038  -0.1725
N1 2.67384 -1.01703 0.45739  0.4563
N2 2.27128 -0.58062 -0.74962  0.2490
C4 3.10652 -1.10019 -1.62795  0.4563
C5 2.90816 -0.74719 -3.09420  0.2937
O3 3.81447 -1.08876 -3.89255  -0.9686
O4 1.87202 -0.11723 -3.36098  -0.5600
C6 1.90077 -0.65843 1.60269  0.2894
C7 1.37636 0.62121 1.66162  -0.2759
C8 0.53292 0.95546 2.71481  -0.4579
C9 0.23995 0.02792 3.69995  -0.4833
C10 0.77685 -1.25252 3.62989  -0.7589
C11 1.59818 -1.60689 2.57295  -0.4173
H1 4.85836 -1.94051 -3.27636  0.4246
H2 1.57612 1.33058 0.86869  0.4765
H3 0.07806 1.93779 2.71895  0.3987
H4 -0.43573 0.29356 4.50387  0.3918
H5 0.52583 -1.99251 4.38002  0.3401
H6 1.97259 -2.61608 2.47633  0.3784
S1 -1.26877 2.18834 0.11277  -0.7410
C12 -2.03952 0.74933 0.63602  0.2482
N3 -2.95461 0.63920 1.54492  -0.4787
N4 -3.35525 1.81788 2.08364  0.3055
C13 -4.30955 1.86293 3.05733  0.3951
C14 -4.89269 0.70290 3.59087  -0.4074
C15 -5.84230 0.80591 4.59368  -0.4245
C16 -6.24355 2.03731 5.09730  -0.5510
C17 -5.66695 3.18698 4.56595  -0.4352
C18 -4.71743 3.10877 3.56479  -0.4483
N5 -1.68769 -0.58238 0.18795  -0.7132
N6 -0.90825 -0.63739 -0.76634  0.9907
C19 -0.48138 -1.97003 -1.07907  -0.2080
C20 -0.19472 -2.26934 -2.40430  -0.3372
C21 0.32014 -3.51795 -2.72238  -0.6350
C22 0.56115 -4.45208 -1.72369  -0.5105
C23 0.26101 -4.14632 -0.40353  -0.6431
C24 -0.27067 -2.90662 -0.07542  -0.2273
H7 -2.97091 2.66230 1.66795  0.1348
H8 -4.58655 -0.25832 3.20295  0.3949
H9 -6.27960 -0.10461 4.98916  0.3236
H10 -6.98794 2.10197 5.88105  0.3492
H11 -5.95969 4.16366 4.93473  0.3207
H12 -4.27536 4.01216 3.15855  0.3471
H13 -0.36250 -1.53543 -3.17726  0.4740
H14 0.55454 -3.74741 -3.75493  0.4079
H15 0.99396 -5.41453 -1.96945  0.3674
H16 0.45374 -4.87067 0.38060  0.3780
H17 -0.50428 -2.64494 0.94622  0.6230
O5 -3.05059 1.54993 -5.32979  -0.6922
Cl2 -2.63961 1.30876 -3.98542  1.9817
O6 -3.74627 0.94655 -3.16792  -0.6403
O7 -1.62036 0.25428 -3.95455  -0.7628
O8 -1.96521 2.48376 -3.44423  -0.8016
C25 4.00829 2.85228 -3.42380  -0.7162
S2 2.45794 3.49039 -2.84833  1.2038
O9 2.62279 4.90777 -2.63763  -0.6551
O10 1.47749 3.11380 -3.87960  -0.8791
O11 2.13885 2.72040 -1.63419  -0.7231
H18 4.27857 3.37667 -4.33973  0.3481
H19 3.88794 1.78811 -3.62488  0.0943
H20 4.76432 3.02314 -2.65847  0.2800

Atoms 1-2, force components in eV/Å:
Sr -0.26 -0.62 0.42
O -0.18 0.04 -0.04

This record from the OMol25 dataset describes C25H20Cl2N6O11S2Sr as an isolated structure. The level of theory is wB97M-V/def2-TZVPD.

Results
2S+1 = 1
relative energy (zero: lowest compared OMol25 entry of this formula, charge and spin) = 268.2 kJ/mol
Kohn-Sham gap = 6.39 eV
energy = -105262.5801 eV
net charge = -2
HOMO energy = -2.69 eV

Each line ends with the Mulliken charge.
Atoms and positions in Å:
Sr1 1.25724 -1.09283 -1.44405  1.5246
O1 -3.17594 -6.68611 -3.44894  -0.4990
C1 -1.93006 -6.11806 -3.38615  0.3612
O2 -1.02923 -6.66025 -3.94642  -0.4938
C2 -1.84127 -4.84671 -2.62296  -0.0206
C3 -2.88220 -4.00305 -2.28354  0.2762
Cl1 -4.59182 -4.21524 -2.39645  -0.3210
N1 -2.37979 -2.89170 -1.71847  0.1303
N2 -1.03600 -2.97632 -1.64522  0.6262
C4 -0.68379 -4.13174 -2.17316  0.3733
C5 0.82335 -4.48132 -2.11463  -0.1231
O3 1.14623 -5.64557 -2.29629  -0.7244
O4 1.53687 -3.47300 -1.84984  -0.7246
C6 -3.04161 -1.70244 -1.28622  0.2311
C7 -2.69928 -1.17052 -0.05451  -0.4888
C8 -3.28512 0.01849 0.35092  -0.5434
C9 -4.21986 0.65147 -0.45494  -0.4379
C10 -4.56075 0.10120 -1.68345  -0.5311
C11 -3.96060 -1.07289 -2.11250  -0.5232
H1 -3.81367 -6.18175 -2.92725  0.2858
H2 -1.94865 -1.65599 0.55973  0.4335
H3 -2.98838 0.44797 1.29913  0.4583
H4 -4.66839 1.58426 -0.13664  0.3856
H5 -5.27294 0.60304 -2.32722  0.3620
H6 -4.18002 -1.47985 -3.09044  0.3788
S1 0.39385 -1.81273 1.42593  -0.4496
C12 0.23942 -0.32987 2.24799  0.2042
N3 -0.48260 -0.19616 3.31922  -0.6812
N4 -0.50220 1.09175 3.92311  0.0982
C13 0.52295 1.48480 4.76189  0.5260
C14 1.76834 0.84859 4.79192  -0.2553
C15 2.76500 1.31484 5.63640  -0.6808
C16 2.56127 2.40533 6.47044  -0.5243
C17 1.32087 3.03496 6.44700  -0.3886
C18 0.31765 2.58585 5.60946  -0.5406
N5 0.91420 0.88534 1.80637  -0.4478
N6 1.26309 0.92747 0.62747  1.0035
C19 1.81537 2.20633 0.25472  0.0272
C20 1.73226 3.31435 1.09684  -0.4260
C21 2.26454 4.52501 0.69546  -0.5982
C22 2.87699 4.64216 -0.54890  -0.4044
C23 2.94757 3.54124 -1.38444  -1.1503
C24 2.41496 2.32131 -0.98842  0.1704
H7 -1.41286 1.23652 4.32555  0.2692
H8 1.95434 -0.00453 4.15680  0.4128
H9 3.72314 0.80906 5.63245  0.3623
H10 3.35245 2.76301 7.11677  0.3585
H11 1.13267 3.89280 7.08317  0.3372
H12 -0.64069 3.09475 5.58503  0.2989
H13 1.25134 3.20213 2.05923  0.4342
H14 2.19991 5.38204 1.35539  0.3722
H15 3.29373 5.59137 -0.86434  0.3620
H16 3.41606 3.61472 -2.35680  0.4078
H17 2.50775 1.49648 -1.68253  0.3551
O5 5.14334 0.46204 -0.68666  -0.6628
Cl2 4.52026 -0.79163 -1.00631  1.9033
O6 5.50732 -1.80593 -1.20435  -0.7034
O7 3.57985 -1.16937 0.03142  -0.6614
O8 3.71768 -0.63447 -2.22618  -0.7849
C25 -1.88580 1.06623 -4.26398  -0.8663
S2 -0.40191 0.75629 -3.34039  1.0594
O9 0.58935 1.65584 -3.89903  -0.6209
O10 -0.66683 0.95906 -1.91437  -0.4410
O11 -0.09398 -0.66659 -3.56113  -0.7727
H18 -1.98637 2.14119 -4.39511  0.3418
H19 -2.73760 0.66503 -3.72163  0.0294
H20 -1.77106 0.57231 -5.22591  0.3310

Atoms 1-2, force components in eV/Å:
Sr -0.08 -0.71 0.66
O 0.02 -0.04 0.06

This record from the OMol25 dataset describes C25H20ClGeO2SeTi as an isolated structure. The level of theory is wB97M-V/def2-TZVPD.

Results
<S²> = 0.82
2S+1 = 2
relative energy (zero: lowest compared OMol25 entry of this formula, charge and spin) = 167.0 kJ/mol
Kohn-Sham gap (alpha / beta) = 6.82 / 5.71 eV
energy = -187828.7935 eV
net charge = +2
HOMO energy (alpha / beta) = -14.34 / -14.36 eV

Each line ends with the Mulliken spin population.
Atoms and positions in Å:
Ti1 -0.56147 -0.04217 -0.69543  0.0523
Cl1 4.12718 -0.22412 4.84609  -0.0002
C1 2.85161 -0.06212 3.71007  -0.0009
C2 1.57369 0.32462 4.15136  0.0027
C3 0.51871 0.47773 3.27366  -0.0010
C4 0.71145 0.24234 1.92148  0.0064
O1 -0.28567 0.42104 1.04561  0.0025
C5 1.98783 -0.17468 1.46638  -0.0121
C6 2.20606 -0.48710 0.11911  0.0099
O2 1.30296 -0.51679 -0.77933  -0.0191
C7 3.06065 -0.30565 2.38156  0.0036
H1 1.42252 0.51274 5.20661  0.0001
H2 -0.45664 0.79256 3.61853  0.0002
H3 3.21500 -0.73692 -0.21241  0.0004
H4 4.03732 -0.61050 2.02699  0.0000
Ge1 -1.13300 -2.53520 -0.72741  -0.0052
C8 -1.01542 -2.08513 -2.58879  0.0110
C9 0.19808 -2.19646 -3.28765  -0.0125
C10 0.25754 -1.86730 -4.63148  0.0138
C11 -0.88293 -1.41659 -5.29016  -0.0047
C12 -2.08601 -1.28688 -4.61111  0.0120
C13 -2.15606 -1.60724 -3.26001  0.0182
C14 -2.85537 -2.15797 0.03182  -0.0003
C15 -3.61470 -3.08396 0.74221  -0.0011
C16 -4.83368 -2.70582 1.29073  0.0003
C17 -5.29273 -1.40344 1.15155  -0.0024
C18 -4.53945 -0.46324 0.46184  0.0012
C19 -3.33065 -0.84622 -0.09643  0.0024
H5 -0.18935 -3.52292 -0.07177  0.0019
H6 1.08358 -2.56433 -2.78366  0.0002
H7 1.18639 -1.97917 -5.17460  0.0005
H8 -0.83137 -1.17423 -6.34351  -0.0001
H9 -2.97159 -0.95016 -5.13375  0.0018
H10 -3.10909 -1.55413 -2.74792  -0.0006
H11 -3.26231 -4.10015 0.86456  0.0003
H12 -5.42803 -3.43341 1.82711  -0.0001
H13 -6.24474 -1.11707 1.57748  -0.0001
H14 -4.90166 0.55010 0.34980  0.0001
H15 -2.82460 -0.07120 -0.69343  -0.0001
Se1 -0.76511 1.31194 -2.93048  0.6890
C20 -1.73579 2.82027 -2.43408  0.0033
C21 -2.05824 3.74016 -3.44507  0.0975
C22 -2.78230 4.87225 -3.12052  -0.0414
C23 -3.18234 5.08976 -1.80714  0.1328
C24 -2.86123 4.17881 -0.79758  -0.0365
C25 -2.14292 3.04544 -1.10448  0.0564
H16 -1.74030 3.56462 -4.46388  -0.0012
H17 -3.03313 5.58848 -3.89076  0.0003
H18 -3.74614 5.97964 -1.56056  0.0042
H19 -3.16896 4.36809 0.22173  0.0004
H20 -1.87520 2.35558 -0.31006  0.0141

Atoms 1-2, force components in eV/Å:
Ti 0.25 -0.33 -0.15
Cl -0.01 0.00 0.00

This record from the OMol25 dataset describes C25H20ClIN2O6Pm as an isolated structure. The level of theory is wB97M-V/def2-TZVPD.

Results
<S²> = 6.00
2S+1 = 5
Kohn-Sham gap (alpha / beta) = 7.64 / 7.65 eV
energy = -78690.5957 eV
net charge = +1
HOMO energy (alpha / beta) = -10.59 / -10.60 eV

Each line ends with the Mulliken spin population.
Atoms and positions in Å:
Pm1 -0.71030 -0.37100 0.78675  4.0227
Cl1 4.73599 0.57915 5.34932  0.0000
C1 3.73012 0.15676 3.99968  -0.0005
C2 4.30405 -0.14587 2.80958  -0.0002
C3 3.50424 -0.50067 1.69977  -0.0007
I1 4.44348 -1.09142 -0.05772  0.0000
C4 2.13173 -0.52301 1.75929  -0.0091
O1 1.36573 -0.85607 0.71889  -0.0074
C5 1.53355 -0.20335 3.02596  0.0054
N1 0.16093 -0.23769 3.11942  0.0047
C6 -0.41461 -0.00778 4.27074  -0.0022
C7 0.29549 0.28950 5.43982  -0.0005
C8 1.65357 0.36221 5.37042  0.0004
C9 2.32146 0.11749 4.14575  -0.0001
H1 5.38168 -0.12359 2.71679  0.0000
H2 -1.49850 -0.04311 4.28615  -0.0001
H3 -0.23788 0.46136 6.36480  0.0000
H4 2.23772 0.59870 6.24976  0.0000
O2 -3.10337 -0.27134 -0.04040  0.0020
C10 -3.19208 1.19349 -0.18192  -0.0076
C11 -1.65957 1.51654 -0.15244  0.0054
O3 -1.16106 1.77044 0.98726  -0.0054
O4 -0.95091 1.04945 -1.06958  -0.0029
C12 -3.89185 1.71244 1.06850  -0.0059
C13 -3.70907 1.07598 2.29652  0.0013
C14 -4.27608 1.57048 3.45414  0.0018
C15 -5.04248 2.73197 3.40435  0.0000
C16 -5.23351 3.37178 2.19168  0.0001
C17 -4.65996 2.86278 1.02700  -0.0006
C18 -3.86340 1.56999 -1.47419  0.0027
C19 -3.39469 2.63588 -2.23377  0.0001
C20 -4.06578 3.02256 -3.38493  -0.0001
C21 -5.20172 2.33681 -3.79346  0.0000
C22 -5.67025 1.26780 -3.04074  0.0001
C23 -5.00918 0.89242 -1.87745  -0.0002
H5 -3.24625 -0.64932 -0.92367  0.0000
H6 -3.13412 0.16553 2.34893  0.0036
H7 -4.13495 1.05478 4.39631  0.0001
H8 -5.48957 3.12819 4.30788  0.0000
H9 -5.83593 4.27104 2.14269  0.0000
H10 -4.82398 3.36886 0.08275  -0.0001
H11 -2.49980 3.16924 -1.93270  0.0004
H12 -3.69668 3.85733 -3.96737  0.0000
H13 -5.72357 2.63860 -4.69371  0.0000
H14 -6.56034 0.73518 -3.34994  0.0000
H15 -5.41158 0.09023 -1.26813  0.0000
N2 1.05251 -4.51954 0.57776  -0.0001
C24 0.54530 -3.80196 -0.63830  0.0003
C25 -0.44299 -2.77717 -0.15152  -0.0001
O5 -0.90856 -1.93850 -0.94564  -0.0053
O6 -0.66131 -2.76799 1.09887  -0.0023
H16 2.05788 -4.39813 0.70003  0.0000
H17 0.83428 -5.51382 0.57929  0.0000
H18 0.55620 -4.06122 1.33938  0.0001
H19 0.09648 -4.49303 -1.34412  -0.0002
H20 1.37543 -3.27967 -1.10819  0.0000

Atoms 1-2, force components in eV/Å:
Pm 0.45 -1.98 1.24
Cl -0.08 -0.02 -0.05